(1)
Below is a cluster of 7 separate species, C54H55Cl3FN2O26 in total, with properties calculated with wB97M-V/def2-TZVPD.

The charge is +1. Its multiplicity is 1.

Structure (XYZ):
```
141
Properties=species:S:1:pos:R:3:lowdin_charge:R:1
C 1.7570 1.0752 6.6313 -0.1013
C 1.0551 0.6760 5.3241 -0.2612
C 1.0557 1.7740 4.2709 -0.6019
Cl 2.7490 2.2972 3.9670 0.7096
C 0.4471 1.4394 2.9109 -0.2364
C 0.5257 0.0064 2.3929 -0.2313
C 1.8651 -0.5919 2.0110 -0.1232
C 2.6331 0.1993 0.9450 -0.1943
C 4.1505 0.0111 1.0515 -0.1599
C 4.8190 0.1006 -0.3114 -0.1746
O 4.2552 1.1530 -1.1094 -0.0226
C 4.6942 2.3829 -0.8722 -0.3754
O 4.3448 3.3246 -1.5044 0.1070
N -0.3414 0.1741 1.2048 0.2052
C -1.1970 1.1279 1.2968 -0.1375
C -2.1439 1.5487 0.2327 -0.0201
C -1.7906 1.1982 -1.2387 -0.3193
C -2.6865 0.1348 -1.8528 -0.0145
F -0.4516 0.7946 -1.3245 -0.0250
C -1.0725 1.7841 2.6673 -0.3764
N -1.1951 3.2239 2.5862 0.1265
C -2.0479 1.1098 3.7186 -0.5847
Cl -2.6722 -0.4840 3.1776 0.7298
C -3.2308 1.9883 4.1489 -0.7374
C -4.2831 2.2895 3.0916 -0.1143
Cl -4.0068 1.1757 5.5492 0.6519
H 2.8050 0.7868 6.6300 0.0752
H 1.2308 0.6841 7.4925 0.0480
H 1.7335 2.1637 6.7388 0.0724
H 1.5279 -0.2202 4.9194 0.1064
H 0.0252 0.4310 5.5860 0.1042
H 0.5534 2.6516 4.6838 0.1086
H 0.9161 2.0638 2.1501 0.1241
H 0.0215 -0.6682 3.0891 0.1330
H 1.6904 -1.6068 1.6407 0.1271
H 2.4734 -0.7021 2.9113 0.1157
H 2.3332 -0.1464 -0.0439 0.0887
H 2.3851 1.2588 1.0200 0.1035
H 4.3475 -0.9918 1.4419 0.1238
H 4.5814 0.7240 1.7573 0.1062
H 4.6678 -0.8193 -0.8672 0.1115
H 5.8956 0.2596 -0.2164 0.1278
H 5.3883 2.4591 -0.0222 0.1513
H -0.2052 -0.3547 0.3511 0.1794
H -2.2517 2.6300 0.3309 0.1289
H -3.1194 1.1255 0.4903 0.1253
H -1.8699 2.1190 -1.8152 0.1475
H -2.1212 -0.4818 -2.5475 0.0913
H -3.4881 0.6219 -2.4082 0.0931
H -3.1592 -0.4936 -1.0969 0.0835
H -2.0638 3.5401 2.1813 0.0690
H -1.0885 3.6618 3.4902 0.0978
H -1.4702 0.9027 4.6106 0.0640
H -2.8455 2.9081 4.5836 0.0949
H -4.0762 3.2325 2.5832 0.0796
H -4.3467 1.4952 2.3489 0.0554
H -5.2592 2.3583 3.5617 0.0425
C 2.4138 -4.2833 -3.9934 0.0889
C 2.3763 -3.2010 -3.2067 -0.2235
C 2.6800 -3.2687 -1.7307 -0.2958
O 2.6075 -2.2174 -1.1051 0.0629
C 3.0202 -4.5390 -1.1440 0.0723
C 3.0612 -5.6277 -1.9289 -0.2372
C 2.7633 -5.5637 -3.4105 -0.2992
O 2.8303 -6.6114 -4.0214 0.1288
O 3.3520 -6.8343 -1.4841 0.1226
O 2.0734 -1.9858 -3.6485 0.1146
H 2.1903 -4.2421 -5.0503 0.1145
H 3.2208 -4.5807 -0.0830 0.1372
H 3.3124 -7.4362 -2.2559 0.1266
H 2.1498 -1.3795 -2.8887 0.1142
C 0.2741 -8.1013 1.8265 0.0705
C 0.2571 -9.3938 2.1869 -0.2325
C 0.3965 -10.5139 1.1790 -0.3082
O 0.3825 -11.6457 1.6202 0.1182
C 0.5318 -10.1741 -0.2234 0.0810
C 0.5429 -8.8832 -0.5792 -0.2316
C 0.4279 -7.7649 0.4303 -0.3114
O 0.4797 -6.6262 -0.0052 0.0858
O 0.6566 -8.4635 -1.8320 0.1096
O 0.1245 -9.8098 3.4323 0.1259
H 0.1806 -7.2963 2.5413 0.1328
H 0.6168 -10.9792 -0.9394 0.1391
H 0.6175 -7.4888 -1.7916 0.1062
H 0.1526 -10.7873 3.4011 0.1248
C 0.3372 -2.4695 -10.2267 0.0736
C 0.9439 -1.3004 -9.9597 -0.2303
C 1.6313 -1.0386 -8.6359 -0.3063
O 2.1612 0.0446 -8.4892 0.1142
C 1.6170 -2.0817 -7.6253 0.0742
C 1.0100 -3.2419 -7.9017 -0.2313
C 0.3359 -3.5099 -9.2258 -0.3165
O -0.1758 -4.6080 -9.3561 0.1037
O 0.9361 -4.2638 -7.0565 0.0926
O 0.9971 -0.2952 -10.8106 0.1128
H -0.1549 -2.6669 -11.1684 0.1363
H 2.0984 -1.8798 -6.6780 0.1246
H 0.4405 -4.9649 -7.5279 0.1220
H 1.4971 0.4364 -10.3896 0.0845
C -9.8509 5.3847 3.3380 0.0792
C -9.2238 4.2008 3.3389 -0.2341
C -7.9780 3.9494 4.1549 -0.3096
O -7.4899 2.8320 4.0810 0.0736
C -7.4392 5.0219 4.9565 0.0690
C -8.0654 6.2097 4.9591 -0.2321
C -9.3201 6.4613 4.1497 -0.3086
O -9.8060 7.5710 4.2362 0.1195
O -7.6592 7.2544 5.6532 0.1284
O -9.6258 3.1522 2.6366 0.1201
H -10.7431 5.5731 2.7580 0.1392
H -6.5478 4.8316 5.5375 0.1329
H -8.3018 7.9712 5.4769 0.1262
H -9.0047 2.4279 2.8424 0.1178
C -0.7095 2.3878 12.6496 0.0790
C -0.7147 1.7103 11.4940 -0.2336
C 0.1775 2.0868 10.3348 -0.3043
O 0.0973 1.3929 9.3318 0.0739
C 1.0561 3.2228 10.4697 0.0707
C 1.0640 3.9054 11.6263 -0.2312
C 0.1815 3.5211 12.7951 -0.3084
O 0.2806 4.2030 13.7953 0.1188
O 1.8265 4.9558 11.8552 0.1295
O -1.4885 0.6614 11.2582 0.1195
H -1.3431 2.1243 13.4844 0.1389
H 1.6867 3.4888 9.6332 0.1322
H 1.6346 5.2445 12.7703 0.1261
H -1.2804 0.3628 10.3529 0.1164
C 4.8247 3.9971 -13.0689 0.0770
C 4.2996 3.3051 -12.0488 -0.2310
C 2.9251 2.6832 -12.1229 -0.2921
O 2.5586 2.0648 -11.1364 0.0857
C 2.1414 2.8519 -13.3220 0.0782
C 2.6646 3.5468 -14.3442 -0.2302
C 4.0484 4.1568 -14.2813 -0.3096
O 4.4241 4.7535 -15.2714 0.1137
O 2.0388 3.7617 -15.4857 0.1275
O 4.9206 3.0989 -10.8983 0.1227
H 5.8076 4.4439 -13.0275 0.1374
H 1.1563 2.4090 -13.3589 0.1379
H 2.6514 4.2837 -16.0417 0.1240
H 4.3148 2.5666 -10.3466 0.1205
```



(2)
Below is a structure of composition C54H56AsBCsNO3P2, with properties calculated with wB97M-V/def2-TZVPD.

The charge is -2. Its multiplicity is 1.

Structure (XYZ):
```
119
Properties=species:S:1:pos:R:3:lowdin_charge:R:1
Cs -1.8339 -0.2042 0.7035 0.8854
C 5.4584 4.6503 0.9800 -0.0301
C 4.7468 3.8876 -0.1505 -0.4305
C 5.5300 4.0712 -1.4605 -0.0250
C 4.6883 2.4061 0.1935 -0.1075
C 5.8518 1.6775 0.4563 -0.0564
C 5.7980 0.3228 0.7306 -0.0867
C 4.5827 -0.3542 0.7024 -0.0767
C 3.4084 0.3182 0.4060 -0.2379
P 1.7380 -0.5228 0.1552 1.0182
C 1.9706 -0.5143 -1.6723 -0.3436
C 3.0157 -1.2025 -2.2880 -0.0917
C 3.2053 -1.1215 -3.6578 -0.1017
C 2.3585 -0.3411 -4.4347 -0.1181
C 1.3273 0.3646 -3.8301 -0.1045
C 1.1390 0.2757 -2.4589 -0.1121
C 2.0216 -2.1890 0.6962 -0.4268
C 1.4777 -3.3490 -0.1313 -0.3851
C 1.8584 -4.6273 0.6034 -0.0894
C 2.1064 -4.6859 1.9335 -0.1949
C 2.2258 -3.5180 2.7469 -0.2022
C 2.2050 -2.3066 2.0672 -0.2353
C 3.4991 1.6980 0.2192 -0.1841
O 2.2892 2.3197 0.0282 -0.0272
C 2.2244 3.6551 -0.1605 -0.2040
C 0.9187 4.1692 -0.1502 -0.2551
C 0.7395 5.5191 -0.4099 -0.0862
C 1.8412 6.3357 -0.6450 -0.0906
C 3.1204 5.8097 -0.5714 -0.0412
C 3.3454 4.4547 -0.3111 -0.0924
P -0.3442 2.9327 0.3844 1.0618
C -1.8905 3.8994 0.2280 -0.3947
C -2.2569 4.2972 -1.0596 -0.1206
C -3.4930 4.8685 -1.3023 -0.0831
C -4.4025 5.0271 -0.2662 -0.0981
C -4.0582 4.6210 1.0114 -0.0893
C -2.8098 4.0684 1.2580 -0.0960
C 0.0397 3.0767 2.1833 -0.3495
C 0.5150 1.9579 2.8626 -0.1173
C 0.8913 2.0518 4.1967 -0.0886
C 0.7864 3.2599 4.8670 -0.0968
C 0.3123 4.3855 4.1974 -0.0922
C -0.0480 4.2941 2.8663 -0.0985
H 6.4724 4.2746 1.1166 0.0725
H 4.9181 4.5272 1.9187 0.0969
H 5.5192 5.7151 0.7536 0.0716
H 6.5437 3.6824 -1.3566 0.0767
H 5.5943 5.1262 -1.7303 0.0731
H 5.0414 3.5345 -2.2737 0.0977
H 6.8105 2.1821 0.4484 0.0974
H 6.7124 -0.2172 0.9469 0.0919
H 4.5153 -1.4209 0.8885 0.1005
H 3.6754 -1.8063 -1.6759 0.1076
H 4.0119 -1.6750 -4.1245 0.0913
H 2.5011 -0.2863 -5.5077 0.0852
H 0.6613 0.9753 -4.4283 0.0918
H 0.3304 0.8186 -1.9828 0.0762
H 1.9882 -3.3648 -1.1083 0.0947
H 1.7849 -5.5581 0.0506 0.0689
H 2.2311 -5.6650 2.3962 0.0686
H 2.4250 -3.5748 3.8096 0.0358
H 2.3692 -1.3905 2.6426 0.0781
H -0.2585 5.9388 -0.4147 0.0983
H 1.6991 7.3880 -0.8552 0.0922
H 3.9690 6.4684 -0.7144 0.1026
H -1.5707 4.1336 -1.8842 0.1066
H -3.7650 5.1528 -2.3113 0.0988
H -5.3944 5.4103 -0.4624 0.0991
H -4.7852 4.6851 1.8100 0.1034
H -2.5711 3.7272 2.2569 0.1006
H 0.6295 1.0123 2.3470 0.0446
H 1.2754 1.1740 4.7003 0.1054
H 1.0817 3.3318 5.9069 0.0936
H 0.2362 5.3354 4.7128 0.0946
H -0.3983 5.1759 2.3433 0.1063
O -2.5224 -0.5635 5.0363 0.0365
C -1.7784 -0.3457 4.2051 0.0176
B -6.9058 2.4513 0.0528 -0.4812
C -5.4992 1.7092 0.1140 -0.3060
N -4.5263 1.0848 0.1728 0.0141
H -7.0431 3.1079 1.0707 -0.0115
H -7.7646 1.5820 -0.0108 -0.0170
H -6.9474 3.1632 -0.9320 -0.0140
C -5.4494 -3.3827 -1.0041 -0.2055
As -5.0644 -2.4975 0.6636 0.9591
C -5.2770 -3.8486 2.0295 -0.2090
C -6.5447 -1.3023 0.9409 -0.2182
O -3.5347 -1.9007 0.7242 -0.9184
H -6.4894 -3.7071 -1.0204 0.0314
H -4.7759 -4.2319 -1.1191 0.0221
H -5.2649 -2.6800 -1.8167 0.0474
H -6.2279 -4.3701 1.9297 0.0288
H -5.2233 -3.3623 3.0037 0.0341
H -4.4486 -4.5501 1.9375 0.0374
H -7.4384 -1.9189 1.0390 0.0348
H -6.6435 -0.6085 0.1101 0.0103
H -6.3863 -0.7169 1.8443 0.0471
C -2.1404 -3.7525 -1.5386 -0.1076
C -0.6102 -3.8724 -1.6532 -0.5422
C -0.2066 -3.1489 -2.9478 -0.0667
C -0.0132 -3.1978 -0.4203 -0.1312
C -0.2314 -5.3498 -1.7306 -0.1664
C 0.8252 -5.8170 -2.5179 -0.0532
C 1.2448 -7.1380 -2.4714 -0.1176
C 0.6093 -8.0549 -1.6502 -0.1376
C -0.4633 -7.6181 -0.8794 -0.1147
C -0.8677 -6.2990 -0.9219 -0.0498
H -2.4225 -2.7022 -1.6474 0.0648
H -2.4840 -4.0653 -0.5505 0.0465
H -2.6569 -4.3441 -2.3029 0.0823
H -0.5809 -2.1240 -2.8986 0.0713
H -0.6220 -3.6453 -3.8326 0.0786
H 0.8718 -3.0792 -3.0722 0.0561
H -0.5872 -3.4986 0.4688 0.0704
H 1.3538 -5.1289 -3.1624 0.0980
H 2.0858 -7.4494 -3.0812 0.0871
H 0.9444 -9.0842 -1.6024 0.0787
H -0.9759 -8.3120 -0.2224 0.0858
H -1.6703 -5.9794 -0.2713 0.1010
```



| no. | gap between HOMO and LUMO (eV) | maximum force (Eh/bohr) |
| --- | --- | --- |
| 1 | 7.393 | 0.0135 |
| 2 | 2.831 | 0.0439 |